Here is a 3-piece molecular cluster, C5H12N3O2P overall at a distorted geometry from the OMol25 dataset. Energies are from ωB97M-V with the def2-TZVPD basis set.

Values from the calculation:
**SMILES**: C/C=N/C.CN=C=O.NP=O
**ΔE to the lowest compared entry with this formula, charge and spin**: 62.4 kcal per mole
**Electronic energy**: -23232.8995 eV
**Highest occupied orbital energy**: -9.2189 eV

```
! RIJCOSX wB97M-V def2-TZVPD def2/J DEFGRID3
* xyz 0 1
O -0.227 -0.929 0.488
O -2.651 0.064 1.657
N 2.049 -1.094 0.015
H -3.092 -3.174 0.474
H 3.940 -0.777 -0.434
H 1.691 2.725 0.069
C 1.081 2.438 0.812
H -1.768 1.334 -2.409
H -0.927 1.416 0.874
C -0.130 1.787 0.177
H -3.370 -1.710 -0.049
N -0.215 1.660 -1.084
H 0.928 3.303 1.538
H 3.541 -2.538 -0.152
C 0.889 -1.016 0.182
P -2.221 -1.295 1.966
H -1.011 -0.105 -1.795
H -2.139 0.759 -0.692
C -1.411 0.905 -1.511
C 3.219 -1.547 -0.594
H 1.589 1.736 1.391
N -2.913 -2.199 0.718
H 3.148 -1.744 -1.640
*
```